{
  "formula": "C42H115N7O19",
  "method": "ωB97M-V with the def2-TZVPD basis set",
  "species": ["C", "O", "C", "C", "C", "N", "H", "H", "H", "H", "H", "H", "H", "H", "H", "H", "H", "C", "O", "C", "C", "C", "N", "H", "H", "H", "H", "H", "H", "H", "H", "H", "H", "H", "C", "O", "C", "C", "C", "N", "H", "H", "H", "H", "H", "H", "H", "H", "H", "H", "H", "C", "O", "C", "C", "C", "N", "H", "H", "H", "H", "H", "H", "H", "H", "H", "H", "H", "C", "O", "C", "C", "C", "N", "H", "H", "H", "H", "H", "H", "H", "H", "H", "H", "H", "C", "O", "C", "C", "N", "C", "C", "O", "C", "H", "H", "H", "H", "H", "H", "H", "H", "H", "H", "H", "H", "H", "H", "H", "C", "O", "C", "C", "N", "C", "C", "O", "C", "H", "H", "H", "H", "H", "H", "H", "H", "H", "H", "H", "H", "H", "H", "H", "O", "C", "C", "O", "H", "H", "H", "H", "H", "H", "O", "C", "C", "O", "H", "H", "H", "H", "H", "H", "O", "C", "C", "O", "H", "H", "H", "H", "H", "H", "O", "C", "C", "O", "H", "H", "H", "H", "H", "H", "O", "C", "C", "O", "H", "H", "H", "H", "H", "H"],
  "positions_angstrom": [[2.273, -1.341, -10.323], [2.805, -2.583, -9.800], [1.826, -3.556, -9.326], [0.999, -3.095, -8.102], [1.953, -2.800, -6.960], [0.141, -4.059, -7.545], [1.572, -1.275, -11.155], [3.160, -0.784, -10.625], [1.675, -0.950, -9.499], [1.197, -3.761, -10.192], [2.391, -4.442, -9.040], [0.404, -2.200, -8.286], [2.543, -1.927, -7.242], [2.729, -3.561, -6.884], [1.502, -2.556, -5.998], [-0.376, -4.487, -8.300], [0.754, -4.736, -7.113], [4.691, 0.951, 4.967], [5.290, 1.940, 4.096], [5.472, 3.273, 4.662], [4.887, 4.323, 3.643], [5.889, 4.356, 2.425], [4.612, 5.569, 4.304], [4.501, 0.061, 4.366], [3.794, 1.439, 5.349], [5.249, 0.779, 5.887], [5.171, 3.393, 5.703], [6.555, 3.231, 4.775], [3.900, 4.130, 3.222], [6.879, 4.729, 2.686], [5.512, 4.990, 1.623], [6.019, 3.396, 1.926], [3.939, 5.392, 5.036], [5.511, 5.743, 4.732], [-6.234, -10.308, -5.514], [-5.864, -9.253, -4.663], [-4.657, -9.497, -3.901], [-4.271, -8.261, -3.011], [-4.092, -6.936, -3.735], [-3.002, -8.525, -2.300], [-7.107, -9.991, -6.084], [-6.451, -11.189, -4.910], [-5.499, -10.584, -6.270], [-4.742, -10.385, -3.275], [-3.800, -9.622, -4.563], [-4.998, -8.059, -2.224], [-3.813, -6.152, -3.031], [-5.059, -6.653, -4.150], [-3.343, -7.048, -4.519], [-3.214, -9.302, -1.691], [-2.832, -7.813, -1.604], [1.722, -6.426, 1.541], [2.800, -6.672, 2.463], [3.803, -5.641, 2.403], [4.748, -5.526, 3.636], [3.944, -5.322, 4.914], [5.638, -4.398, 3.526], [1.205, -7.378, 1.661], [2.057, -6.390, 0.505], [1.053, -5.619, 1.841], [4.409, -5.740, 1.503], [3.307, -4.670, 2.382], [5.346, -6.419, 3.822], [3.124, -6.035, 5.006], [3.513, -4.325, 5.006], [4.587, -5.461, 5.783], [6.098, -4.457, 2.629], [5.111, -3.542, 3.429], [0.450, 6.611, 0.446], [-0.559, 6.001, -0.330], [-1.271, 7.005, -1.045], [-2.410, 6.275, -1.841], [-1.839, 5.244, -2.791], [-3.157, 7.221, -2.661], [0.112, 7.180, 1.311], [1.099, 7.207, -0.197], [0.977, 5.737, 0.828], [-1.602, 7.807, -0.385], [-0.654, 7.546, -1.762], [-3.072, 5.788, -1.126], [-1.026, 5.675, -3.375], [-2.636, 4.782, -3.373], [-1.323, 4.472, -2.220], [-2.693, 7.482, -3.519], [-3.213, 8.089, -2.148], [-3.030, -2.671, 0.117], [-2.216, -1.569, -0.236], [-1.325, -1.860, -1.311], [-0.552, -0.599, -1.744], [0.553, -0.314, -0.824], [0.158, 0.507, 0.320], [1.183, 0.232, 1.447], [1.085, -1.188, 1.816], [-0.093, -1.531, 2.568], [-3.829, -2.880, -0.594], [-3.421, -2.408, 1.100], [-2.379, -3.545, 0.100], [-2.010, -2.021, -2.144], [-0.798, -2.798, -1.135], [-1.073, 0.263, -2.158], [-0.014, -0.900, -2.643], [0.854, -1.214, -0.478], [-0.816, 0.219, 0.716], [0.267, 1.580, 0.168], [0.836, 0.874, 2.257], [2.236, 0.397, 1.220], [-0.318, -0.819, 3.361], [0.070, -2.504, 3.031], [-0.957, -1.577, 1.904], [5.123, 6.873, 9.757], [3.693, 6.865, 9.548], [3.394, 7.629, 8.377], [2.038, 7.245, 7.809], [2.066, 5.799, 7.478], [0.717, 5.455, 7.057], [0.663, 3.941, 6.773], [0.603, 3.284, 8.072], [0.403, 1.868, 8.015], [5.612, 7.845, 9.696], [5.574, 5.989, 9.306], [5.397, 6.725, 10.802], [4.189, 7.744, 7.641], [3.338, 8.682, 8.653], [1.730, 7.871, 6.972], [1.280, 7.461, 8.562], [2.484, 5.197, 8.173], [0.582, 5.955, 6.098], [-0.056, 5.765, 7.760], [1.561, 3.559, 6.288], [-0.197, 3.740, 6.134], [-0.587, 1.664, 7.608], [0.438, 1.563, 9.061], [1.164, 1.264, 7.520], [-6.297, -1.434, -4.251], [-6.276, 0.025, -4.080], [-7.242, 0.641, -5.137], [-6.869, 2.032, -5.241], [-5.698, -1.693, -4.955], [-6.549, 0.345, -3.075], [-5.326, 0.482, -4.356], [-8.285, 0.622, -4.820], [-7.039, 0.077, -6.047], [-6.888, 2.438, -4.371], [3.281, 4.278, -4.951], [3.126, 3.984, -3.514], [3.819, 2.655, -3.147], [3.128, 1.564, -3.724], [2.736, 3.703, -5.492], [3.542, 4.771, -2.885], [2.093, 4.008, -3.167], [4.028, 2.575, -2.080], [4.787, 2.672, -3.648], [2.479, 1.281, -3.077], [-4.892, 2.552, 3.486], [-4.227, 2.529, 2.230], [-4.976, 1.715, 1.202], [-6.217, 2.284, 0.974], [-5.660, 3.125, 3.428], [-4.016, 3.544, 1.893], [-3.345, 1.957, 2.517], [-5.031, 0.665, 1.488], [-4.438, 1.712, 0.254], [-6.851, 2.021, 1.645], [-2.365, -6.608, 4.249], [-1.501, -6.614, 5.380], [-1.998, -5.629, 6.439], [-2.271, -4.354, 5.818], [-2.496, -5.666, 4.113], [-1.385, -7.624, 5.774], [-0.526, -6.299, 5.007], [-1.360, -5.482, 7.311], [-2.934, -6.044, 6.814], [-3.225, -4.281, 5.741], [0.483, 3.178, -8.173], [-0.127, 2.246, -7.296], [-1.549, 2.021, -7.742], [-1.633, 1.448, -9.009], [0.386, 2.836, -9.065], [0.426, 1.318, -7.437], [-0.026, 2.532, -6.249], [-2.258, 2.843, -7.643], [-2.003, 1.279, -7.085], [-2.242, 2.010, -9.493]],
  "forces_ev_per_a": [[0.1, -0.6, 1.4], [-0.8, -0.4, -0.5], [0.1, 1.5, -0.6], [1.5, 1.3, 0.7], [1.4, 1.6, -0.6], [-1.2, -1.4, -0.4], [0.0, -1.2, -0.5], [-0.2, 0.3, 0.5], [0.4, 1.0, 0.0], [-0.4, -0.4, 0.1], [0.1, 0.0, -0.1], [0.1, 0.1, -0.4], [0.1, 0.2, 0.1], [-0.3, -0.4, 0.3], [-0.3, -0.4, -0.2], [-0.4, -0.6, 0.1], [-0.4, -0.6, 0.1], [-0.1, 2.0, -0.3], [-0.5, -0.5, 0.8], [0.0, -1.7, -1.3], [0.8, -1.3, -0.6], [-0.8, 0.7, 0.2], [1.5, 0.7, -0.3], [0.0, 0.1, 0.3], [-0.7, -0.5, -0.1], [0.6, -0.4, -0.2], [-1.0, -0.2, 0.0], [0.4, 1.3, -0.4], [0.1, -1.4, 0.1], [0.0, 0.0, 0.3], [-0.1, 0.3, 0.2], [-0.1, -0.3, 0.6], [-0.1, 0.1, 0.3], [0.0, 1.0, 0.7], [-0.1, -0.1, 0.1], [1.2, 0.4, 0.7], [0.0, 1.5, -0.1], [0.0, 0.6, 0.5], [-0.7, -0.6, -0.4], [-0.2, -1.1, -0.1], [-0.2, 0.0, 0.3], [-0.2, -0.3, -0.1], [0.5, 0.1, 0.1], [-0.2, -0.2, 0.1], [0.0, -0.3, -0.3], [-0.8, -0.4, -0.2], [0.2, -0.1, 0.0], [0.1, 0.1, -0.3], [0.0, 0.2, 0.0], [0.3, -0.7, 0.1], [0.0, 0.6, -0.3], [0.5, -1.8, 0.9], [0.7, 1.3, -0.2], [0.0, -0.1, 0.7], [-1.4, -0.4, 0.7], [-0.2, -0.4, 0.4], [0.5, 0.2, -0.8], [-0.6, 0.2, -0.3], [0.1, 0.5, 0.0], [0.3, 0.3, -0.1], [0.0, -0.1, -0.3], [-0.2, 0.3, -0.2], [0.0, -0.2, -0.5], [0.0, -0.1, -0.1], [0.0, 0.2, -0.3], [0.1, 0.1, 0.0], [0.6, -0.1, -0.2], [-0.3, 0.2, 0.3], [0.5, -1.4, 0.0], [-0.5, 1.4, -0.2], [-0.7, -1.4, -0.7], [1.0, 0.9, -0.2], [0.7, -0.6, 0.9], [-0.5, 0.6, 0.6], [-0.4, 0.3, -0.1], [0.2, 0.2, 0.1], [0.5, 0.3, 0.2], [-0.6, -0.2, 0.4], [0.6, -0.2, -0.4], [-0.1, 0.1, 0.0], [-0.3, 0.2, -0.5], [0.2, 0.2, -0.2], [-0.2, -0.2, 0.1], [0.3, -0.4, -0.1], [-0.4, 0.3, 0.1], [0.7, 0.4, -0.1], [0.4, 0.3, 0.3], [-2.6, 1.7, -1.1], [2.0, -1.9, -0.2], [-0.8, 1.4, -0.2], [2.0, -0.8, 0.8], [-1.7, -1.4, 0.1], [0.0, 0.9, 0.6], [0.4, 0.2, -0.6], [-0.2, 0.3, -0.2], [-0.1, -0.5, 0.0], [-0.2, -0.4, 0.6], [0.1, -0.6, -0.6], [0.7, 0.3, 0.1], [-0.6, 0.0, 1.0], [-0.1, -0.5, -0.4], [0.2, 0.0, 0.3], [-0.2, 0.4, -0.1], [-0.5, 0.1, -0.6], [0.4, -0.1, 0.5], [-0.2, 0.1, -0.3], [0.2, 0.2, 0.1], [0.1, 0.0, -0.1], [-0.1, -0.1, 0.0], [-0.4, -0.6, 1.6], [1.5, 0.4, -0.7], [-0.7, 1.6, 0.2], [1.3, -1.4, 1.0], [-0.7, 1.7, -1.0], [1.4, -1.8, -0.8], [-0.3, 0.2, 1.5], [0.0, -0.2, -1.2], [-0.3, 0.8, 0.9], [-0.1, 0.1, -1.4], [0.3, 0.6, -0.8], [-1.0, -0.5, 0.6], [0.3, -1.3, -0.2], [-0.3, 0.4, 0.5], [0.5, -0.2, -0.4], [-0.2, -0.1, 0.4], [-0.4, 0.3, 0.4], [-0.4, 0.2, 0.0], [-0.2, -0.1, 0.1], [0.1, 0.4, -0.3], [-0.3, -0.4, 0.2], [0.0, -0.2, -0.1], [-0.2, -0.1, 0.0], [0.2, 0.4, -0.5], [0.0, 1.2, 1.1], [-0.8, -0.9, -1.9], [1.0, 0.8, 1.9], [0.0, -0.4, -1.0], [0.1, 0.3, 0.0], [0.0, -0.6, 0.1], [0.3, -0.3, 0.3], [-0.1, -0.6, -0.3], [-0.3, 0.6, -0.3], [-0.1, -0.1, 0.1], [0.1, 0.4, 2.0], [0.3, -0.5, -0.6], [0.1, 1.1, -1.2], [-0.1, -0.2, 0.5], [-0.2, -0.3, 0.3], [0.6, 0.4, -0.7], [-0.4, -0.4, -0.5], [-0.4, -0.2, 0.2], [0.1, 0.1, 0.0], [-0.2, -0.3, 0.0], [-0.5, 0.1, 0.1], [0.4, -1.0, 0.8], [0.8, 0.0, 0.0], [-1.4, 0.4, -0.6], [-0.1, 0.1, 0.0], [0.2, -0.1, -0.2], [0.6, 0.4, -0.6], [-0.2, -0.1, 0.3], [0.1, 0.2, -0.1], [0.1, -0.1, 0.1], [-0.2, -0.3, 0.6], [0.7, 0.6, -0.2], [-0.8, -0.3, -0.3], [0.2, -0.4, 0.1], [-0.2, 0.3, -0.4], [-0.3, 0.0, 0.0], [0.4, 0.0, 0.3], [0.4, 0.0, -0.3], [-0.2, 0.0, 0.2], [0.0, 0.2, 0.0], [0.4, 0.9, 0.5], [0.1, -0.2, -1.4], [-1.1, -1.0, 2.1], [0.2, 0.3, -1.4], [0.0, -0.1, -0.1], [-0.2, -0.5, 0.3], [-0.1, 0.4, -0.2], [0.6, 0.7, -0.1], [0.1, -0.2, 0.6], [0.1, -0.3, -0.4]],
  "homo_lumo_gap_ev": 8.94
}